Molecular formula: C3H10NOS
Method: DFT, wB97M-V/def2-TZVPD

The geometry in XYZ format:
```
16
Properties=species:S:1:pos:R:3:forces:R:3
C -0.0706 -0.0152 1.3511 0.02 0.30 -0.35
C -0.4520 -0.7962 0.1042 -0.80 -0.14 -0.63
S -1.5089 0.0941 -1.1432 0.31 -0.18 0.12
C 0.9145 1.1308 1.1169 -0.60 0.45 -0.60
N 0.4309 2.2401 0.2735 0.32 0.00 0.38
H -0.9810 0.3919 1.8014 0.00 -0.18 0.23
H 0.4581 -0.6829 2.0282 -0.21 -0.30 0.49
H 0.4317 -1.1886 -0.3946 0.36 0.11 -0.03
H -1.0440 -1.6912 0.3341 0.22 0.15 0.44
H 1.1230 1.6520 2.0574 0.58 -0.63 0.18
H 1.7963 0.6789 0.6477 0.24 0.36 0.28
H -0.3710 2.5956 0.7763 -0.21 0.33 0.00
H 0.0006 1.8521 -0.5531 -0.14 -0.31 -0.48
H -0.7920 -1.6863 -2.4108 -0.47 0.51 0.31
H 0.4495 -2.1125 -3.1555 0.03 0.00 -0.03
O -0.3850 -2.4626 -2.8335 0.34 -0.47 -0.31
```
Forces are in eV/Å.

HOMO energy   -2.8 eV
Electronic energy   -648.523156 a.u.
Total charge   -1
Gap between HOMO and LUMO   6.9 eV

---

Molecular formula: C3H10NOS
Method: DFT, wB97M-V/def2-TZVPD

The geometry in XYZ format:
```
16
Properties=species:S:1:pos:R:3:forces:R:3
C -1.1161 -0.6615 -0.4267 -0.23 0.30 0.06
C -0.5828 0.7317 -0.7121 0.09 0.32 0.14
C 0.9181 0.8761 -0.4081 -0.41 -0.05 0.86
S 1.3559 0.6373 1.3646 -0.03 0.04 -0.01
N -1.3137 1.7654 0.0558 0.16 -0.04 -0.21
H -0.5804 -1.4163 -0.9875 0.21 -0.29 -0.15
H -1.0523 -0.8667 0.6369 0.30 -0.07 0.19
H -2.1684 -0.7296 -0.6897 -0.28 -0.01 -0.22
H -0.7077 0.9740 -1.7811 -0.05 -0.22 0.08
H 1.1554 1.9102 -0.6567 0.37 -0.07 -0.36
H 1.4862 0.1520 -0.9832 0.11 0.13 -0.43
H -0.7074 1.9952 0.8432 -0.06 -0.07 0.11
H -2.1399 1.3557 0.4708 -0.10 -0.02 0.02
H 1.2314 -2.4858 0.6525 -0.03 0.06 0.05
H 2.1792 -1.6551 1.4605 -0.23 -0.08 -0.21
O 2.0424 -2.5826 1.1609 0.18 0.06 0.10
```
Forces are in eV/Å.

HOMO energy   -2.9 eV
Electronic energy   -648.531030 a.u.
Total charge   -1
Gap between HOMO and LUMO   6.9 eV

---

Molecular formula: C3H10NOS
Method: DFT, wB97M-V/def2-TZVPD

The geometry in XYZ format:
```
16
Properties=species:S:1:pos:R:3:forces:R:3
C -2.1445 -0.2099 1.8358 0.05 -0.14 0.49
S -1.8031 0.8208 0.3715 -0.60 0.33 0.36
H -3.1861 -0.5410 1.8526 -0.04 0.04 -0.06
H -1.5367 -1.1334 1.9471 -0.05 0.55 -0.31
H -1.9934 0.3944 2.7419 0.00 -0.21 -0.10
C 0.6855 -0.4009 -1.6898 -0.52 -0.27 -0.41
O -0.3817 -1.1721 -1.1672 -0.21 0.33 0.06
C 1.7061 -0.0584 -0.6033 0.48 0.82 0.28
N 1.4943 1.3074 -0.0686 0.77 0.29 1.03
H 1.1668 -1.0171 -2.4828 -0.18 0.32 0.40
H 0.2736 0.5112 -2.1907 0.49 -0.32 0.37
H -1.0157 -0.5212 -0.6212 0.93 -0.67 -0.76
H 1.5995 -0.8747 0.1110 -0.04 0.01 0.37
H 2.7492 -0.0757 -0.9442 -0.12 -0.20 -0.34
H 1.8872 1.5080 0.8976 -0.57 -0.83 -1.68
H 0.4990 1.4626 0.0103 -0.40 -0.03 0.29
```
Forces are in eV/Å.

HOMO energy   -3.0 eV
Electronic energy   -648.498974 a.u.
Total charge   -1
Gap between HOMO and LUMO   7.2 eV

---

Molecular formula: C3H10NOS
Method: DFT, wB97M-V/def2-TZVPD

The geometry in XYZ format:
```
16
Properties=species:S:1:pos:R:3:forces:R:3
C 0.4832 -1.3795 -0.3672 0.14 -0.16 0.75
C -0.7851 -0.7938 -0.9678 0.47 -0.58 -0.99
S -1.8597 0.0789 0.1734 -0.23 0.27 0.12
C 1.3276 -0.3820 0.4074 0.64 -0.15 -0.19
N 2.7028 -0.8912 0.6862 -0.87 -0.30 -0.70
H 0.1677 -2.1540 0.3284 -0.01 -0.28 0.25
H 1.1447 -1.8778 -1.0825 -0.14 0.13 -0.34
H -0.4943 -0.2171 -1.8522 0.07 0.61 0.11
H -1.2810 -1.6373 -1.4544 -0.40 -0.18 0.19
H 1.4168 0.5146 -0.2064 0.05 0.19 0.03
H 0.8326 -0.1074 1.3313 -0.20 0.19 0.01
H 2.7893 -1.1861 1.6376 0.29 0.10 0.37
H 3.4085 -0.2322 0.4197 0.23 0.20 0.28
H -0.9008 2.2516 -0.1665 -0.09 -0.54 0.22
H 0.5979 2.5428 -0.3212 -0.23 -0.09 0.08
O -0.2419 2.9696 -0.1238 0.28 0.58 -0.20
```
Forces are in eV/Å.

HOMO energy   -2.7 eV
Electronic energy   -648.515891 a.u.
Total charge   -1
Gap between HOMO and LUMO   6.5 eV